Below is a structure of composition C45H41BrN3O4Sb2Sc, with properties calculated with ωB97M-V/def2-TZVPD.

Last column: Löwdin charge in e.
Atoms and positions in Å:
Sc1 1.71204 0.85741 -0.28784  0.8520
C1 -1.96261 2.90659 -0.84663  -0.3319
C2 -2.60187 1.82893 -1.72198  -0.3362
C3 -1.70104 1.25276 -2.81018  -0.3240
Sb1 -0.21059 -0.19968 -2.29092  1.5405
C4 -1.48196 -1.74494 -1.66996  -0.3902
C5 -1.73985 -2.87478 -2.44350  -0.1035
C6 -2.73082 -3.76367 -2.04711  -0.0552
C7 -3.45250 -3.53800 -0.88370  -0.0588
C8 -3.16649 -2.44153 -0.08306  -0.0585
C9 -2.18154 -1.54436 -0.47577  -0.1577
C10 0.43314 -0.68216 -4.23128  -0.3844
C11 1.78828 -0.58065 -4.54400  -0.1390
C12 2.22381 -0.81416 -5.84172  -0.0677
C13 1.30657 -1.14852 -6.82760  -0.0540
C14 -0.04359 -1.25355 -6.52011  -0.0557
C15 -0.48511 -1.01953 -5.22471  -0.1242
Sb2 -0.61563 2.25615 0.67925  1.5404
C16 0.26527 4.11466 1.16405  -0.3683
C17 1.61578 4.13294 1.50889  -0.1493
C18 2.27257 5.32731 1.76776  -0.0654
C19 1.57121 6.52248 1.68486  -0.0542
C20 0.22412 6.51815 1.34713  -0.0526
C21 -0.42799 5.32013 1.08301  -0.1075
C22 -1.93960 1.74969 2.21871  -0.3792
C23 -1.90329 0.45873 2.74511  -0.1394
C24 -2.80961 0.08418 3.72880  -0.0601
C25 -3.74379 1.00174 4.18813  -0.0526
C26 -3.77417 2.29190 3.67173  -0.0568
C27 -2.87457 2.67174 2.68504  -0.1109
H1 -2.72630 3.44477 -0.28319  0.0619
H2 -1.41101 3.63267 -1.44592  0.0742
H3 -3.45518 2.29028 -2.22711  0.1222
H4 -3.03488 1.03185 -1.11213  0.0920
H5 -1.16946 2.03635 -3.35330  0.0741
H6 -2.29338 0.69306 -3.53539  0.0636
H7 -1.19816 -3.05299 -3.36464  0.0977
H8 -2.94711 -4.63160 -2.65618  0.1192
H9 -4.22702 -4.23095 -0.58805  0.1162
H10 -3.71379 -2.27652 0.83620  0.1191
H11 -2.00630 -0.66470 0.13811  0.0669
H12 2.51685 -0.34461 -3.77456  0.0810
H13 3.27661 -0.74674 -6.08247  0.1125
H14 1.64440 -1.33252 -7.83869  0.1173
H15 -0.75491 -1.52123 -7.29010  0.1171
H16 -1.54231 -1.10756 -5.00252  0.1017
H17 2.16746 3.20492 1.62128  0.0534
H18 3.31842 5.32896 2.04714  0.1122
H19 2.07301 7.45843 1.89116  0.1172
H20 -0.32104 7.45092 1.28942  0.1177
H21 -1.47643 5.34387 0.81066  0.0990
H22 -1.16672 -0.26310 2.40823  0.0678
H23 -2.77895 -0.91889 4.13511  0.1076
H24 -4.45028 0.71380 4.95529  0.1165
H25 -4.49892 3.00531 4.04085  0.1164
H26 -2.90576 3.68476 2.30057  0.0982
C28 3.92344 1.32403 2.08393  0.0041
O1 2.71685 0.61346 1.67330  -0.2167
C29 2.23111 -0.34340 2.56449  -0.1892
C30 2.60438 -0.40272 3.88909  -0.0281
C31 2.02855 -1.38110 4.69164  -0.6597
Br1 2.50374 -1.46597 6.50041  0.8504
C32 1.11649 -2.28232 4.17619  -0.0296
C33 0.75643 -2.22017 2.83050  -0.0764
C34 1.32089 -1.23782 2.03968  -0.1793
O2 0.97281 -1.05039 0.69193  -0.1021
C35 -0.22406 -3.19320 2.30162  -0.3049
N1 -1.38215 -3.43250 2.83473  0.2094
C36 -1.87537 -4.52698 2.12254  -0.2330
C37 -3.05150 -5.25385 2.31798  -0.0067
C38 -3.28313 -6.32668 1.48534  -0.0721
C39 -2.37255 -6.67780 0.46818  -0.0724
C40 -1.21045 -5.96622 0.25853  -0.0184
C41 -0.98952 -4.88494 1.10844  -0.1977
N2 0.06458 -3.98538 1.21369  0.1744
H27 3.68540 1.97078 2.92498  0.1089
H28 4.24076 1.90442 1.22623  0.0800
H29 4.68841 0.59301 2.33387  0.1274
H30 3.32048 0.28449 4.31366  0.1167
H31 0.66551 -3.04049 4.80125  0.1297
H32 0.25184 -1.66576 0.44393  0.0878
H33 -3.74009 -4.98606 3.10876  0.1200
H34 -4.17682 -6.92200 1.61670  0.1115
H35 -2.58482 -7.53740 -0.15359  0.1121
H36 -0.50757 -6.24854 -0.51415  0.1171
H37 0.98279 -4.12379 0.82235  0.1721
O3 1.67865 2.37281 -1.73075  -0.1478
C42 2.94637 2.30329 -1.86889  -0.4731
C43 3.82550 3.11578 -2.75876  -0.0391
C44 5.21227 2.52847 -2.46572  -0.0416
C45 4.98881 1.48835 -1.37052  -0.4332
O4 5.79950 0.84991 -0.77713  0.1442
N3 3.58262 1.40227 -1.12364  0.0540
H38 3.72165 4.16926 -2.49325  0.1448
H39 3.49320 3.01539 -3.79265  0.1427
H40 5.92908 3.26637 -2.11021  0.1374
H41 5.66092 2.03490 -3.32682  0.1379

Properties
electronic energy: -6019.473304 hartree
HOMO-LUMO gap: 0.25186 hartree
ΔE to the lowest compared entry with this formula, charge and spin: 0.0000 eV
charge: +2
E_HOMO: -13.01 eV